[1]
Formula: C19H23N6S7SbTc
Source: OMol25
Level of theory: ωB97M-V/def2-TZVPD

```
57
Properties=species:S:1:pos:R:3:lowdin_spin:R:1
Tc -0.759 -0.488 -1.613 1.79
C 1.070 0.434 0.857 0.00
C 1.533 1.147 -0.386 0.01
N 1.313 0.271 -1.559 0.03
C 1.475 1.021 -2.833 0.00
C 0.283 1.917 -3.007 0.00
C 0.326 3.113 -3.682 0.00
C -0.846 3.844 -3.810 0.00
C -1.996 3.388 -3.199 0.00
C -1.961 2.194 -2.499 0.00
C -3.143 1.671 -1.732 0.00
N -2.669 0.874 -0.590 0.08
C -2.122 1.705 0.481 0.00
C -1.330 0.847 1.442 0.00
N -0.339 0.024 0.735 0.03
N -0.848 1.456 -2.446 0.00
H 1.231 1.069 1.733 0.00
H 1.657 -0.473 0.991 0.00
H 2.587 1.427 -0.305 0.00
H 0.955 2.056 -0.554 0.00
H 1.964 -0.508 -1.539 0.00
H 1.519 0.303 -3.652 0.00
H 2.396 1.608 -2.831 0.00
H 1.258 3.453 -4.117 0.00
H -0.857 4.767 -4.375 0.00
H -2.928 3.932 -3.262 0.00
H -3.757 1.065 -2.397 0.00
H -3.759 2.520 -1.417 0.00
H -3.420 0.286 -0.247 0.00
H -2.900 2.256 1.021 0.00
H -1.463 2.445 0.019 0.00
H -2.009 0.179 1.976 0.00
H -0.848 1.482 2.190 0.00
H -0.400 -0.927 1.075 0.00
S -4.616 1.764 -4.833 0.08
Sb -3.514 -0.141 -5.372 0.03
S -2.608 -1.392 -3.010 0.02
S -0.726 -1.460 -3.784 0.26
S -1.252 0.522 -5.668 0.56
S 0.248 -5.555 4.079 0.00
C 0.222 -4.524 2.791 0.00
S -0.706 -4.773 1.346 0.00
C -0.154 -3.263 0.671 0.01
N 0.653 -2.626 1.452 0.02
N 0.858 -3.334 2.631 0.01
C 1.789 -2.753 3.552 0.00
C 2.895 -3.467 3.979 0.00
C 3.791 -2.868 4.852 0.00
C 3.586 -1.564 5.287 0.00
C 2.474 -0.858 4.852 0.00
C 1.569 -1.456 3.986 0.00
S -0.697 -2.830 -0.925 0.06
H 3.043 -4.483 3.637 0.00
H 4.655 -3.424 5.191 0.00
H 4.288 -1.103 5.970 0.00
H 2.302 0.156 5.195 0.00
H 0.684 -0.928 3.652 0.00
```

## Properties
total charge	0
electronic energy	-113601.506	eV
2S+1	4
gap between HOMO and LUMO (alpha / beta)	6.66 / 6.04	eV

***

[2]
Formula: C19H24Br12ClINO
Source: OMol25
Level of theory: ωB97M-V/def2-TZVPD

```
59
Properties=species:S:1:pos:R:3:nbo_charge:R:1
C 1.811 2.771 0.969 -0.30
C 1.865 2.467 -0.351 -0.29
C 1.820 1.017 -0.914 0.28
C 3.062 0.491 -1.517 -0.03
C 4.381 1.313 -1.574 -0.48
C 4.836 1.641 0.002 0.09
C 5.616 0.385 0.737 -0.19
O 4.134 0.856 1.035 -0.57
C 3.045 -0.865 -2.105 -0.09
I 4.692 -1.815 -3.084 0.29
C 1.785 -1.623 -2.026 -0.27
C 0.618 -1.013 -1.391 0.24
Cl -0.860 -2.029 -1.393 0.08
N 0.645 0.270 -0.844 -0.32
C -0.608 0.769 -0.206 -0.25
C -1.676 1.311 -1.237 -0.43
C -3.177 0.963 -0.837 -0.21
C -3.396 1.014 0.743 -0.64
C -4.202 2.041 -1.431 -0.62
H 1.910 3.819 1.338 0.23
H 1.604 1.984 1.737 0.22
H 1.982 3.307 -1.085 0.25
H 4.245 2.316 -2.061 0.25
H 5.256 0.747 -1.971 0.26
H 5.196 2.708 0.247 0.23
H 5.865 0.669 1.795 0.24
H 5.216 -0.607 0.422 0.23
H 1.699 -2.659 -2.445 0.28
H -0.985 -0.080 0.435 0.25
H -0.409 1.602 0.523 0.26
H -1.436 1.029 -2.298 0.23
H -1.623 2.442 -1.188 0.22
H -3.492 -0.018 -1.284 0.22
H -3.023 2.025 1.069 0.20
H -4.501 1.014 0.974 0.23
H -2.908 0.158 1.272 0.21
H -4.391 1.899 -2.525 0.22
H -5.180 1.832 -0.902 0.22
H -3.875 3.082 -1.159 0.21
C 8.540 1.974 2.979 -0.50
Br 9.767 2.580 4.343 0.12
Br 7.485 3.427 2.263 0.07
Br 9.446 0.988 1.582 0.09
H 7.849 1.287 3.456 0.22
C -6.524 -1.768 1.322 -0.49
Br -6.361 -1.383 -0.567 0.08
Br -4.813 -2.238 2.096 0.08
Br -7.380 -0.324 2.282 0.10
H -7.166 -2.638 1.416 0.23
C -5.539 -3.817 -4.006 -0.49
Br -5.305 -4.958 -5.548 0.11
Br -6.621 -4.666 -2.646 0.10
Br -3.839 -3.208 -3.299 0.06
H -6.077 -2.936 -4.341 0.23
C -1.917 -3.946 4.254 -0.50
Br -1.606 -3.642 2.366 0.07
Br -0.819 -5.381 4.939 0.11
Br -1.707 -2.322 5.283 0.10
H -2.952 -4.258 4.358 0.23
```

## Properties
total charge	+1
electronic energy	-884749.792	eV
gap between HOMO and LUMO	7.93	eV

***

[3]
Formula: C19H24Br2IrN2O3
Source: OMol25
Level of theory: ωB97M-V/def2-TZVPD

```
51
Properties=species:S:1:pos:R:3:lowdin_spin:R:1
Ir 0.034 -0.025 0.243 0.03
C -0.142 4.079 6.464 0.00
C -0.137 4.936 5.199 0.03
C 1.081 5.877 5.227 0.01
C -1.432 5.778 5.151 0.02
C -0.097 4.108 3.934 0.20
C -0.214 2.689 3.970 0.10
C -0.149 2.005 2.799 0.08
Br -0.302 0.112 2.808 0.00
C 0.047 2.632 1.539 0.16
O 0.229 1.940 0.463 0.21
C 0.067 4.077 1.473 0.12
C 0.018 4.731 2.684 -0.01
C 0.123 4.902 0.187 0.01
C -1.140 5.785 0.158 0.01
C 1.373 5.800 0.249 0.01
C 0.170 4.113 -1.124 0.00
H -0.121 4.735 7.333 0.00
H 0.735 3.431 6.529 0.00
H -1.043 3.470 6.550 0.00
H 1.044 6.462 6.145 0.00
H 1.088 6.577 4.393 0.00
H 2.018 5.318 5.222 0.00
H -1.492 6.365 6.068 0.00
H -2.320 5.147 5.095 0.00
H -1.440 6.468 4.309 0.00
H -0.355 2.181 4.913 0.00
H 0.057 5.810 2.676 0.00
H -1.203 6.453 1.016 0.00
H -2.047 5.180 0.126 0.00
H -1.115 6.402 -0.739 0.00
H 1.339 6.510 1.074 0.00
H 1.438 6.375 -0.675 0.00
H 2.284 5.207 0.342 0.00
H -0.695 3.463 -1.256 0.00
H 1.079 3.520 -1.225 0.00
H 0.159 4.840 -1.936 0.00
Br 5.453 0.829 1.582 0.00
C 4.208 0.111 0.399 0.00
C 4.603 -0.570 -0.748 0.00
C 3.634 -1.075 -1.596 0.00
C 2.300 -0.904 -1.286 0.00
N 1.936 -0.246 -0.171 0.00
C 2.861 0.262 0.664 0.00
H 5.654 -0.702 -0.968 0.00
H 3.901 -1.607 -2.499 0.00
H 1.505 -1.287 -1.909 0.00
H 2.513 0.787 1.542 0.00
O -0.784 -1.850 -0.165 0.00
N -1.604 -1.386 -0.981 0.01
O -1.284 -0.154 -1.221 0.00
```

## Properties
total charge	+2
electronic energy	-172118.386	eV
2S+1	2
gap between HOMO and LUMO (alpha / beta)	6.52 / 6.30	eV
relative energy (zero: lowest compared OMol25 entry of this formula, charge and spin)	19.96	kcal/mol

***

[4]
Formula: C19H24ClMoNO4Si
Source: OMol25
Level of theory: ωB97M-V/def2-TZVPD

```
51
Properties=species:S:1:pos:R:3:lowdin_spin:R:1
Mo 1.526 -1.632 0.575 1.90
O 3.849 -2.312 2.311 0.02
Cl 3.017 -3.365 1.874 0.01
O 3.401 -4.644 2.201 0.00
O 2.868 -3.152 0.369 0.01
O 1.623 -3.038 2.250 0.02
C -0.480 -2.233 0.693 -0.05
Si -1.155 -0.514 0.178 -0.01
C 0.109 0.731 1.095 0.00
N 1.537 0.381 0.881 0.00
C 2.537 0.972 1.814 0.01
C 2.901 2.407 1.420 0.00
C 3.056 2.545 -0.108 0.00
C 3.214 1.179 -0.791 0.00
C 1.914 0.436 -0.533 0.02
C -0.932 -0.375 -1.682 0.01
C -0.449 -1.471 -2.412 0.01
C -0.308 -1.402 -3.792 0.00
C -0.646 -0.236 -4.463 0.00
C -1.129 0.857 -3.755 0.01
C -1.276 0.787 -2.378 0.00
C -2.849 -0.088 0.815 -0.01
C -3.690 -1.069 1.346 0.00
C -4.967 -0.737 1.769 0.00
C -5.419 0.570 1.658 0.00
C -4.587 1.555 1.140 0.00
C -3.309 1.229 0.721 0.00
H -0.844 -3.014 0.021 0.00
H -0.741 -2.511 1.717 0.01
H -0.101 0.700 2.165 0.00
H -0.064 1.755 0.751 0.00
H 3.427 0.339 1.794 0.00
H 2.125 0.929 2.820 0.00
H 3.835 2.646 1.925 0.00
H 2.150 3.100 1.797 0.00
H 3.919 3.161 -0.351 0.00
H 2.186 3.050 -0.535 0.00
H 4.089 0.644 -0.416 0.00
H 3.346 1.310 -1.863 0.00
H 1.994 -0.706 -0.908 0.02
H 1.119 0.862 -1.139 0.00
H -0.209 -2.409 -1.920 0.00
H 0.042 -2.266 -4.340 0.00
H -0.546 -0.186 -5.539 0.00
H -1.400 1.765 -4.278 0.00
H -1.682 1.641 -1.847 0.00
H -3.358 -2.099 1.422 0.00
H -5.610 -1.502 2.185 0.00
H -6.426 0.821 1.961 0.00
H -4.933 2.577 1.065 0.00
H -2.674 2.011 0.314 0.00
```

## Properties
total charge	+2
electronic energy	-52002.416	eV
2S+1	3
gap between HOMO and LUMO (alpha / beta)	5.72 / 5.56	eV

***

[5]
Formula: C19H24ClNO2
Source: OMol25
Level of theory: ωB97M-V/def2-TZVPD

```
47
Properties=species:S:1:pos:R:3:nbo_charge:R:1
C 8.539 0.666 1.298 -0.65
C 8.119 0.354 -0.194 -0.02
O 6.795 0.863 -0.439 -0.54
C 5.715 -0.017 0.240 -0.08
C 4.315 0.225 -0.428 -0.27
C 3.110 -0.419 0.498 -0.19
N 1.796 -0.128 0.020 -0.62
H 1.739 1.029 -0.273 0.35
C 0.708 -0.596 0.437 -0.20
C -0.501 -0.239 -0.096 -0.01
C -1.704 0.308 0.710 -0.19
C -2.951 0.593 0.018 -0.28
C -2.930 0.416 -1.373 0.29
C -1.821 0.385 -2.014 -0.27
C -0.666 -0.110 -1.598 -0.15
H 0.133 -0.353 -1.956 0.19
H -1.903 0.218 -3.070 0.22
O -4.114 0.922 -1.859 -0.50
C -5.105 1.469 -1.267 0.00
C -5.932 0.272 -0.371 -0.14
C -5.701 -1.100 -0.929 -0.16
C -6.405 -2.041 -0.028 -0.16
C -7.194 -1.756 0.888 -0.31
C -7.523 -0.511 1.363 -0.07
C -6.821 0.644 0.287 -0.06
Cl -7.096 2.129 0.978 0.02
H -8.153 -0.522 1.974 0.15
H -7.648 -2.516 1.316 0.21
H -6.156 -3.192 -0.358 0.20
H -4.918 -1.338 -1.562 0.22
H -5.883 1.899 -1.996 0.19
H -4.986 2.129 -0.612 0.15
H -3.655 0.750 0.784 0.24
H -1.601 -0.090 1.746 0.22
H 0.845 -1.774 0.426 0.20
H 0.790 -0.199 1.653 0.08
H 3.331 -1.407 0.172 0.19
H 3.201 -0.074 1.793 0.15
H 4.228 0.220 -1.324 0.16
H 4.050 1.609 -0.065 0.12
H 5.778 0.133 1.510 0.17
H 5.702 -0.988 0.348 0.16
H 7.969 -0.756 -0.369 0.15
H 8.501 0.778 -0.902 0.16
H 8.215 1.774 1.381 0.23
H 8.146 -0.014 1.946 0.20
H 9.637 0.353 1.297 0.21
```

## Properties
total charge	0
electronic energy	-38178.504	eV
gap between HOMO and LUMO	8.04	eV
relative energy (zero: lowest compared OMol25 entry of this formula, charge and spin)	516.62	kcal/mol

***

[6]
Formula: C19H24CoIN4O3
Source: OMol25
Level of theory: ωB97M-V/def2-TZVPD

```
52
Properties=species:S:1:pos:R:3:lowdin_spin:R:1
C 1.161 -0.189 -5.019 0.36
I -0.585 0.610 -3.760 0.56
H 0.714 -0.917 -5.692 0.04
H 1.968 -0.608 -4.433 0.04
H 1.455 0.717 -5.551 0.03
C -1.186 3.670 0.285 0.04
C -2.374 3.185 -0.145 0.01
N -2.098 2.004 -0.817 0.02
C -0.766 1.767 -0.847 0.05
N -0.216 2.782 -0.129 0.01
H -0.952 4.551 0.857 0.02
H -3.372 3.565 -0.001 0.00
C 1.808 -3.436 -0.539 0.02
C 0.915 -1.577 -1.455 0.04
N 1.836 -2.056 -0.585 0.00
H 0.549 -4.822 -1.706 0.00
N 0.342 -2.696 -1.990 0.00
H 2.430 -3.998 0.134 0.01
Co 0.222 0.267 -1.542 1.78
C 1.854 0.295 -2.244 0.00
O 2.990 0.297 -2.522 0.00
C 0.884 -3.833 -1.436 0.01
C -0.729 -2.752 -2.957 0.01
H -1.646 -3.146 -2.501 0.00
H -0.438 -3.360 -3.820 0.00
H -0.933 -1.733 -3.314 0.00
C 2.680 -1.284 0.306 0.06
H 3.497 -1.933 0.625 0.02
H 2.102 -0.969 1.181 0.01
H 3.086 -0.399 -0.186 0.01
C 1.172 2.868 0.281 0.08
H 1.404 3.920 0.455 0.02
H 1.824 2.446 -0.491 0.01
H 1.323 2.303 1.212 0.02
C -3.118 1.104 -1.300 0.04
H -2.794 0.670 -2.253 0.03
H -4.050 1.666 -1.429 0.00
H -3.240 0.293 -0.567 0.00
O -2.081 -0.357 1.096 0.01
C -0.913 -0.195 1.504 0.01
O 0.161 -0.085 0.802 0.07
C -0.681 -0.044 2.991 0.01
C 0.593 0.249 3.496 0.04
C 0.805 0.387 4.874 0.18
C -0.270 0.235 5.767 0.11
C -1.553 -0.045 5.258 0.05
C -1.751 -0.183 3.881 0.01
H 1.403 0.371 2.777 0.02
H 1.812 0.611 5.236 0.08
H -0.113 0.339 6.845 0.04
H -2.408 -0.160 5.925 0.02
H -2.724 -0.396 3.442 0.00
```

## Properties
total charge	-2
electronic energy	-77917.715	eV
2S+1	5
gap between HOMO and LUMO (alpha / beta)	1.28 / 6.69	eV

***

[7]
Formula: C19H24F10NO9
Source: OMol25
Level of theory: ωB97M-V/def2-TZVPD

```
63
Properties=species:S:1:pos:R:3:nbo_charge:R:1
O -0.642 -0.199 2.557 -0.77
C -1.136 0.655 1.730 0.78
O -1.394 0.342 0.413 -0.83
C -1.441 2.192 2.187 -0.27
C 0.032 2.704 2.544 -0.44
C 0.168 4.274 2.807 0.04
F -0.125 5.089 1.631 -0.40
C -2.346 2.995 1.141 -0.43
C -3.224 3.916 2.180 -0.25
N -3.006 3.385 3.584 -0.73
C -2.531 1.997 3.350 0.73
O -2.970 0.988 3.931 -0.51
H 0.520 2.150 3.424 0.25
H 0.693 2.462 1.629 0.24
H -0.412 4.667 3.705 0.16
H 1.287 4.471 3.023 0.17
H -1.824 3.572 0.294 0.24
H -3.068 2.242 0.681 0.25
H -2.882 5.004 2.120 0.20
H -4.347 3.705 2.050 0.20
H -2.356 3.919 4.172 0.37
C 2.425 -0.058 1.419 -0.65
C 1.852 -0.531 0.099 -0.10
O 2.713 -0.152 -0.994 -0.48
C 3.766 -0.955 -1.225 0.68
O 4.023 -1.942 -0.585 -0.54
C 4.555 -0.461 -2.435 0.90
F 4.750 0.874 -2.419 -0.31
F 3.921 -0.740 -3.597 -0.32
F 5.778 -1.018 -2.524 -0.31
H 2.616 1.019 1.392 0.20
H 1.734 -0.274 2.237 0.27
H 3.381 -0.544 1.634 0.20
H 0.887 -0.048 -0.077 0.26
H 1.676 -1.610 0.099 0.20
C -1.426 -2.850 2.582 -0.64
C -2.570 -3.599 3.234 -0.08
O -2.232 -4.988 3.423 -0.48
C -1.499 -5.277 4.513 0.68
O -1.118 -4.461 5.313 -0.53
C -1.260 -6.781 4.610 0.90
F -0.908 -7.328 3.427 -0.31
F -2.366 -7.440 5.021 -0.32
F -0.282 -7.098 5.480 -0.31
H -1.129 -3.339 1.650 0.20
H -1.710 -1.822 2.367 0.29
H -0.545 -2.836 3.228 0.21
H -3.443 -3.575 2.578 0.19
H -2.866 -3.139 4.181 0.20
C 1.220 -0.287 -4.951 -0.64
C 1.963 0.276 -6.146 -0.08
O 1.077 0.438 -7.266 -0.48
C 0.329 1.559 -7.272 0.68
O 0.362 2.401 -6.413 -0.52
C -0.524 1.624 -8.536 0.90
F -1.118 0.446 -8.820 -0.31
F 0.211 1.953 -9.621 -0.31
F -1.510 2.535 -8.452 -0.30
H 0.711 -1.217 -5.219 0.21
H 1.906 -0.485 -4.129 0.24
H 0.452 0.406 -4.601 0.23
H 2.740 -0.425 -6.458 0.19
H 2.460 1.220 -5.903 0.20
```

## Properties
total charge	-1
electronic energy	-67185.658	eV
gap between HOMO and LUMO	7.59	eV

***

[8]
Formula: C19H24F3NO3
Source: OMol25
Level of theory: ωB97M-V/def2-TZVPD

```
50
Properties=species:S:1:pos:R:3:nbo_charge:R:1
C 4.437 -1.443 3.067 -0.62
C 3.416 -0.364 2.873 -0.07
O 2.085 -0.934 2.853 -0.54
C 1.197 0.007 2.445 0.76
C -0.207 -0.398 2.520 -0.46
C -1.201 0.619 2.261 0.52
O -0.956 1.753 1.851 -0.70
C -2.691 0.241 2.469 -0.49
C -2.944 -1.085 3.157 -0.40
C -1.971 -2.163 2.681 -0.38
C -0.524 -1.746 2.990 -0.39
O 1.590 1.102 2.056 -0.73
H 5.409 -0.948 3.105 0.20
H 4.298 -1.992 4.000 0.21
H 4.453 -2.134 2.221 0.20
H 3.464 0.373 3.685 0.18
H 3.616 0.151 1.926 0.17
H -3.185 1.048 3.031 0.22
H -3.155 0.225 1.469 0.19
H -2.847 -0.950 4.240 0.19
H -3.974 -1.398 2.960 0.19
H -2.188 -3.121 3.168 0.20
H -2.072 -2.302 1.595 0.17
H 0.170 -2.470 2.541 0.20
H -0.368 -1.808 4.084 0.18
C 2.430 2.295 -0.414 -0.44
N 1.420 1.987 -1.428 -0.26
C 1.274 2.977 -2.487 -0.42
C 0.619 0.954 -1.260 0.25
C -0.221 0.380 -2.277 -0.08
C 0.059 0.525 -3.663 -0.18
C -0.847 0.083 -4.612 -0.18
C -2.003 -0.581 -4.212 -0.10
C -2.990 -1.007 -5.259 0.97
F -3.757 -2.065 -4.858 -0.32
F -3.852 0.022 -5.569 -0.32
F -2.374 -1.374 -6.426 -0.32
C -2.261 -0.824 -2.865 -0.17
C -1.374 -0.361 -1.902 -0.15
H 3.033 3.134 -0.768 0.21
H 1.938 2.534 0.536 0.31
H 3.069 1.423 -0.226 0.23
H 1.566 3.939 -2.056 0.23
H 1.954 2.778 -3.326 0.22
H 0.247 3.024 -2.863 0.24
H 0.593 0.547 -0.240 0.29
H 0.982 1.003 -4.001 0.22
H -0.653 0.261 -5.666 0.24
H -3.150 -1.371 -2.571 0.25
H -1.555 -0.543 -0.838 0.26
```

## Properties
total charge	0
electronic energy	-35875.821	eV
gap between HOMO and LUMO	3.98	eV

***

[9]
Formula: C19H24ILuN4O3
Source: OMol25
Level of theory: ωB97M-V/def2-TZVPD

```
52
Properties=species:S:1:pos:R:3:nbo_charge:R:1
C -0.080 0.622 -4.612 -0.87
I 1.414 -0.653 -3.289 -0.23
H -1.096 0.250 -4.464 0.15
H 0.329 0.258 -5.560 0.17
H 0.038 1.697 -4.470 0.21
C -1.050 3.157 0.783 -0.06
C -2.071 2.599 0.083 -0.14
N -1.516 2.038 -1.068 -0.43
C -0.196 2.409 -1.129 0.11
N 0.087 3.036 0.021 -0.38
H -1.039 3.638 1.750 0.21
H -3.126 2.550 0.292 0.21
C 2.288 -4.030 -0.762 -0.08
C 0.641 -2.467 -0.964 0.12
N 1.848 -2.768 -0.394 -0.38
H 1.274 -5.531 -2.023 0.21
N 0.305 -3.617 -1.638 -0.38
H 3.251 -4.411 -0.472 0.21
Lu -0.410 -0.227 -1.237 1.00
C 0.748 1.838 -2.092 0.04
O 1.639 2.495 -2.561 -0.75
C 1.311 -4.571 -1.540 -0.10
C -0.891 -3.749 -2.440 -0.44
H -1.741 -3.268 -1.934 0.23
H -1.129 -4.807 -2.612 0.18
H -0.779 -3.252 -3.419 0.23
C 2.652 -1.874 0.406 -0.40
H 3.589 -2.393 0.635 0.18
H 2.143 -1.607 1.344 0.24
H 2.871 -0.946 -0.140 0.24
C 1.400 3.463 0.498 -0.42
H 1.272 4.398 1.072 0.17
H 2.051 3.636 -0.367 0.24
H 1.829 2.695 1.170 0.21
C -2.269 1.594 -2.239 -0.38
H -2.113 0.523 -2.501 0.12
H -2.017 2.198 -3.116 0.23
H -3.330 1.713 -2.018 0.20
O -1.575 -0.419 0.706 -0.83
C -0.518 -0.052 1.362 0.67
O 0.570 0.201 0.694 -0.86
C -0.549 0.104 2.812 -0.22
C 0.632 0.430 3.493 -0.25
C 0.585 0.596 4.874 -0.25
C -0.646 0.495 5.536 -0.39
C -1.819 0.166 4.846 -0.25
C -1.772 -0.018 3.470 -0.24
H 1.556 0.559 2.921 0.21
H 1.505 0.804 5.427 0.18
H -0.675 0.676 6.604 0.17
H -2.758 0.054 5.374 0.18
H -2.660 -0.234 2.888 0.21
```

## Properties
total charge	-2
electronic energy	-73909.947	eV
gap between HOMO and LUMO (alpha / beta)	2.33 / 2.26	eV
relative energy (zero: lowest compared OMol25 entry of this formula, charge and spin)	54.42	kcal/mol